Record 1
The following is a DFT calculation (ωB97M-V/def2-TZVPD) of 8 unconnected molecules or ions with the total composition C36H94N6O14 in a non-equilibrium geometry.

Structure (XYZ):
```
150
Properties=species:S:1:pos:R:3
O 5.9688 16.4309 21.5293
H 6.0722 15.5767 21.1099
H 5.9253 16.2350 22.4653
O 7.4219 14.4148 18.3442
H 7.4476 14.5259 17.3938
H 7.6539 15.2756 18.6928
C 3.5893 18.2781 22.8254
O 3.2807 18.9061 24.1471
C 3.1882 17.8951 25.1398
C 2.5510 18.4752 26.4033
N 3.6997 18.8933 27.3182
C 3.0942 19.4628 28.5459
C 4.1942 19.8769 29.5715
O 4.7854 21.0949 29.0433
C 5.7567 21.6221 29.8757
H 4.6226 17.9498 22.9380
H 3.5845 19.1797 22.2129
H 2.8857 17.5086 22.5076
H 4.1289 17.4272 25.4301
H 2.4806 17.2170 24.6628
H 1.9805 17.6935 26.9050
H 1.8377 19.2809 26.2292
H 4.3398 19.5380 26.8768
H 2.4669 18.6661 28.9457
H 2.3773 20.2524 28.3208
H 4.9669 19.1081 29.5803
H 3.7291 19.9646 30.5534
H 5.4220 22.2249 30.7199
H 6.2498 22.4172 29.3163
H 6.5214 20.9238 30.2156
C 3.9352 14.9070 18.3308
O 2.5661 15.0715 17.8203
C 1.6858 14.7805 18.7817
C 0.2192 15.0859 18.3240
N -0.3436 14.0648 17.4464
C -1.4318 14.5946 16.6052
C -1.9452 13.5276 15.5258
O -3.0323 13.8977 14.7089
C -3.5162 12.7803 13.7798
H 4.8207 14.9729 17.6988
H 4.0058 13.9038 18.7512
H 4.2084 15.4708 19.2228
H 1.7486 15.4377 19.6491
H 1.7508 13.7483 19.1259
H 0.1910 16.0603 17.8362
H -0.4090 15.2649 19.1965
H 0.3657 13.8944 16.7478
H -0.9033 15.4072 16.1068
H -2.3003 14.9978 17.1261
H -2.3364 12.6541 16.0473
H -1.0826 13.2660 14.9130
H -4.5984 12.8898 13.7092
H -3.3587 11.7810 14.1856
H -3.1307 12.9094 12.7684
C 7.0741 12.6984 21.2737
O 8.0922 12.8121 22.1979
C 8.6865 11.5788 22.4445
C 10.0586 11.9871 23.0852
N 10.0542 11.8662 24.5340
C 10.4072 10.4927 24.9815
C 10.6090 10.5894 26.5346
O 9.5172 11.2093 27.2487
C 9.4530 11.0232 28.6284
H 6.4827 13.6125 21.2191
H 6.3713 12.0342 21.7766
H 7.1695 12.1398 20.3426
H 8.8856 11.1102 21.4808
H 8.0476 10.9070 23.0177
H 10.3833 12.9954 22.8282
H 10.8122 11.3192 22.6681
H 9.1222 12.0824 24.8574
H 11.3440 10.2065 24.5034
H 9.6503 9.7831 24.6473
H 11.4691 11.1296 26.9303
H 10.5794 9.5684 26.9150
H 8.5475 11.4283 29.0801
H 10.3552 11.4677 29.0485
H 9.5421 10.0133 29.0287
C 7.8206 14.7424 27.0191
O 7.7228 16.1077 26.3875
C 7.9394 15.9912 24.9416
C 7.0900 14.8576 24.3269
N 5.6258 15.0414 24.3064
C 5.0274 13.7630 24.1203
C 4.8445 12.9574 25.3465
O 5.9922 12.4101 25.8362
C 5.8223 11.4520 26.8766
H 8.7214 14.2112 26.7118
H 6.9940 14.0439 26.8890
H 8.0675 14.9055 28.0681
H 9.0010 15.7843 24.8070
H 7.6878 16.9058 24.4046
H 7.4557 13.8859 24.6588
H 7.4579 14.8338 23.3012
H 5.4512 15.2880 25.2702
H 5.5160 13.0664 23.4391
H 4.0260 13.9841 23.7510
H 4.2431 12.0970 25.0528
H 4.3868 13.6567 26.0461
H 5.9287 10.4659 26.4247
H 4.9133 11.4499 27.4782
H 6.6114 11.5062 27.6266
C 11.7465 15.2127 21.0299
O 10.7354 15.8235 21.8551
C 9.5120 15.9961 21.2582
C 9.5213 17.1756 20.3294
N 8.1800 17.1249 19.7811
C 7.9628 18.2083 18.7899
C 6.6384 17.9691 18.0230
O 6.7961 16.8493 17.0933
C 7.6186 17.0668 15.9690
H 12.7348 15.1820 21.4885
H 11.8108 15.7226 20.0687
H 11.5240 14.1574 20.8719
H 8.8829 16.2247 22.1185
H 9.1971 15.0731 20.7713
H 10.2954 17.1294 19.5633
H 9.7989 18.0132 20.9692
H 7.4888 17.1118 20.5174
H 8.7757 18.1715 18.0648
H 7.9151 19.1179 19.3886
H 6.0432 18.7441 17.5400
H 6.0503 17.5615 18.8452
H 8.4564 17.7171 16.2207
H 7.2355 17.5675 15.0798
H 7.9596 16.1261 15.5367
C 0.4845 25.2831 17.4300
O 1.6883 24.8334 18.0140
C 1.5825 24.1200 19.2527
C 2.9169 23.6062 19.8123
N 3.3496 22.5849 18.9053
C 4.7202 22.0159 19.0604
C 4.8315 21.2574 20.3680
O 6.2118 20.7994 20.4337
C 6.5291 20.0647 21.6696
H 0.4047 24.7719 16.4706
H 0.5521 26.3636 17.3029
H -0.3773 24.9908 18.0300
H 0.8482 23.3456 19.0307
H 1.2169 24.8376 19.9871
H 2.7653 23.1721 20.8006
H 3.6911 24.3734 19.8204
H 3.1456 22.8768 17.9602
H 5.5111 22.7480 19.2234
H 4.9975 21.3323 18.2580
H 4.1841 20.3822 20.4227
H 4.6708 21.9871 21.1616
H 7.5187 19.6080 21.6550
H 5.8330 19.3390 22.0900
H 6.7909 20.8242 22.4063
```

As for the spin multiplicity: 2. The calculation puts the frontier orbital gap (alpha / beta) at 0.274 / 0.079 Ha. As for the calculated total energy: -2809.133590 hartree. The value obtained for the lowest unoccupied orbital energy (alpha / beta) is -2.517 / -7.825 eV. As for the expectation value of S²: 0.75. The charge is +1.

Record 2
The following is a DFT calculation (ωB97M-V/def2-TZVPD) of 2 unconnected molecules or ions with the total composition C4H11NO3 in a non-equilibrium geometry.

Structure (XYZ):
```
19
Properties=species:S:1:pos:R:3
C 2.3211 -0.4501 -0.8300
C 1.9645 0.5844 0.3208
N 0.5831 1.0736 0.0384
O -0.4110 0.9897 0.9052
H 1.4571 -1.0883 -1.1883
H 2.7610 -0.0128 -1.7701
H 3.1270 -1.1707 -0.4713
H 2.0417 0.1217 1.2590
H 2.4688 1.5047 0.1611
H 0.6696 2.0741 -0.3879
H 0.2801 0.5226 -0.7914
C -1.9759 -1.2123 0.7832
C -1.7845 -0.0715 -0.1941
O -1.0582 -0.1406 -1.2081
O -2.7455 0.8487 -0.3234
H -2.2476 -0.7046 1.8022
H -2.8287 -1.8471 0.6614
H -1.1221 -1.8743 0.9032
H -3.5007 0.8528 0.3303
```

The calculation puts the frontier orbital gap at 0.367 Ha. As for the calculated total energy: -439.369080 hartree. The value obtained for the lowest unoccupied orbital energy is 0.819 eV. The charge is 0.

Record 3
The following is a DFT calculation (ωB97M-V/def2-TZVPD) of a molecular structure, C36H41N4Rh in a non-equilibrium geometry.

Structure (XYZ):
```
82
Properties=species:S:1:pos:R:3
Rh -0.7844 0.3565 1.1055
N -0.8779 0.5425 3.1804
C -1.0923 -0.5748 4.0819
C -0.4361 -0.5750 5.3026
C -0.6410 -1.6154 6.1920
C -1.4939 -2.6499 5.8396
C -2.1308 -2.6424 4.6114
C -1.9570 -1.5943 3.7017
C -2.5904 -1.6727 2.3603
C -3.7722 -2.4146 2.2273
C -4.2627 -2.8040 0.9949
C -3.5360 -2.5088 -0.1468
C -2.4008 -1.7143 -0.0521
C -1.9793 -1.2264 1.1797
H -0.0507 1.0419 3.5028
H -1.6502 1.2015 3.2904
H 0.2248 0.2439 5.5656
H -0.1400 -1.6160 7.1496
H -1.6498 -3.4780 6.5167
H -2.7458 -3.4859 4.3348
H -4.3028 -2.7050 3.1236
H -5.1774 -3.3768 0.9329
H -3.8516 -2.8799 -1.1126
H -1.8458 -1.4933 -0.9520
C -0.8430 0.2662 -6.0294
C 0.3988 0.1363 -5.1477
C 1.0433 -1.2353 -5.3956
C 1.3938 1.2510 -5.5124
C 0.0640 0.2781 -3.6730
C -1.2008 0.6260 -3.2071
C -1.4278 0.7440 -1.8521
N -0.4744 0.5546 -0.9361
C 0.7673 0.2271 -1.3609
C 1.0510 0.0813 -2.7028
C 1.7670 -0.0008 -0.2899
C 3.1127 -0.1766 -0.5308
C 4.0076 -0.4204 0.5164
C 3.4679 -0.4678 1.7985
C 2.1149 -0.2693 1.9796
N 1.2762 -0.0205 0.9712
C 5.4823 -0.6358 0.2235
C 5.6191 -1.8905 -0.6545
C 6.2957 -0.8316 1.5023
C 6.0242 0.5883 -0.5309
H -0.5551 0.1393 -7.0721
H -1.3075 1.2496 -5.9410
H -1.5868 -0.4988 -5.7998
H 1.2760 -1.3351 -6.4555
H 0.3673 -2.0467 -5.1219
H 1.9763 -1.3634 -4.8458
H 1.6361 1.1854 -6.5729
H 2.3257 1.1625 -4.9520
H 0.9703 2.2383 -5.3222
H -2.0230 0.7932 -3.8857
H -2.4067 1.0062 -1.4748
H 2.0459 -0.2053 -3.0075
H 3.4839 -0.1269 -1.5430
H 4.0861 -0.6581 2.6622
H 1.6808 -0.3183 2.9706
H 5.2276 -2.7734 -0.1474
H 6.6728 -2.0648 -0.8714
H 5.0993 -1.7819 -1.6075
H 5.9829 -1.7196 2.0539
H 6.2333 0.0355 2.1622
H 7.3443 -0.9665 1.2409
H 5.5407 0.7250 -1.4989
H 7.0898 0.4535 -0.7150
H 5.8961 1.5022 0.0511
C -5.5825 4.5421 0.9047
C -4.5084 3.5042 0.9554
C -4.7969 2.1469 1.0643
C -3.7753 1.2183 1.1105
N -2.4859 1.5804 1.0542
C -2.1908 2.8863 0.9425
C -3.1592 3.8615 0.8934
H -6.5734 4.0972 0.9494
H -5.5029 5.1253 -0.0136
H -5.4755 5.2373 1.7385
H -5.8214 1.8047 1.1141
H -3.9777 0.1594 1.1930
H -1.1378 3.1428 0.8841
H -2.8643 4.8984 0.8044
```

The calculation puts the frontier orbital gap at 0.263 Ha. As for the calculated total energy: -1725.573545 hartree. The value obtained for the lowest unoccupied orbital energy is -6.332 eV. The charge is +2.

Record 4
The following is a DFT calculation (ωB97M-V/def2-TZVPD) of a single C2HN3O3 molecule in a non-equilibrium geometry.

Structure (XYZ):
```
9
Properties=species:S:1:pos:R:3
O 1.8641 -1.3509 -0.2478
C 1.2474 -0.3443 0.0615
O 1.9708 0.8378 -0.0275
C -0.2130 -0.0633 0.2983
N -0.9086 -1.3232 0.1639
N -2.1480 -0.8806 -0.0375
O -2.2837 0.3744 -0.2474
N -0.9303 0.9904 -0.0151
H 1.4013 1.7598 0.0516
```

The calculation puts the frontier orbital gap at 0.387 Ha. As for the calculated total energy: -466.658988 hartree. The value obtained for the lowest unoccupied orbital energy is -1.261 eV. The charge is 0.

Q: Which value of calculated total energy does entry 3 give?
A: -1725.573545 hartree

Q: What is the charge in the first record?
A: +1